Run 1
ORCA calculation (ωB97M-V/def2-TZVPD) on C3H5BrO as an isolated structure.

## Properties
gap between HOMO and LUMO = 9.21 eV
2S+1 = 1
HOMO energy = -9.5881 eV
E_LUMO = -0.374 eV

Last column: Löwdin charge in e.
Cartesian coordinates (Å):
C  0.432  0.380  -0.058  -0.23
C  0.264  -0.815  0.869  -0.34
C  -0.804  0.745  -0.903  -0.01
O  0.335  0.367  1.376  0.03
Br  2.138  -2.411  1.167  0.11
H  1.482  0.679  -0.346  0.16
H  -0.516  -1.466  0.922  0.07
H  -1.481  -0.066  -0.823  0.07
H  -0.487  1.069  -1.826  0.05
H  -1.364  1.519  -0.379  0.09

Run 2
ORCA calculation (ωB97M-V/def2-TZVPD) on a 2-piece molecular cluster, C3H5BrO overall.

## Properties
gap between HOMO and LUMO = 9.63 eV
2S+1 = 1
HOMO energy = -9.1366 eV
E_LUMO = 0.494 eV

Last column: Löwdin charge in e.
Cartesian coordinates (Å):
C  1.230  -0.303  -0.556  -0.09
C  0.346  -0.880  0.197  -0.18
C  -2.156  0.604  -0.851  -0.59
O  -2.092  1.769  -0.715  0.00
Br  -2.809  -0.275  0.767  0.57
H  1.860  0.461  -0.090  0.05
H  1.287  -0.443  -1.643  0.06
H  -0.302  -1.683  -0.069  0.03
H  0.274  -0.572  1.273  0.06
H  -2.262  2.052  0.187  0.08

The energy of each structure relative to the most stable one, in kcal/mol, is as follows: run 1 0.0; run 2 22.5.

Run 1
ORCA calculation (ωB97M-V/def2-TZVPD) on C4H7NO2 in the gas phase.

## Properties
gap between HOMO and LUMO = 10.89 eV
2S+1 = 1
HOMO energy = -10.2925 eV
E_LUMO = 0.597 eV
structure (SMILES) = CCC(=O)NC=O

Last column: Löwdin charge in e.
Cartesian coordinates (Å):
C  -1.528  -0.860  0.262  -0.11
C  -1.071  0.634  0.014  -0.16
C  0.411  1.139  0.476  -0.36
O  0.568  2.139  1.201  0.03
N  1.596  0.305  0.171  0.13
C  1.676  -0.738  -0.754  -0.29
O  2.785  -1.221  -1.042  0.01
H  -2.389  -0.746  0.977  0.09
H  -0.749  -1.566  0.622  0.07
H  -1.718  -1.282  -0.690  0.04
H  -1.660  1.327  0.760  0.12
H  -1.080  1.176  -1.132  0.17
H  2.423  0.634  0.513  0.10
H  0.735  -0.941  -1.378  0.15

Run 2
ORCA calculation (ωB97M-V/def2-TZVPD) on a 2-piece molecular cluster, C4H7NO2 overall.

## Properties
gap between HOMO and LUMO (spin up / spin down) = 8.58 / 6.90 eV
2S+1 = 1
HOMO energy (spin up / spin down) = -8.8922 / -7.9523 eV
E_LUMO (spin up / spin down) = -0.313 / -1.053 eV

Last column: Löwdin charge in e.
Cartesian coordinates (Å):
C  0.323  -1.080  -0.995  -0.07
C  1.305  -0.916  0.126  -0.07
C  -0.013  -0.389  0.219  -0.17
C  -1.072  -0.110  1.231  -0.02
N  -0.141  1.963  -0.765  -0.30
O  -0.870  2.709  -0.165  0.00
O  0.482  2.173  -1.765  0.01
H  0.461  -0.488  -1.778  0.05
H  -0.115  -2.044  -1.243  0.12
H  1.375  -1.661  0.839  0.10
H  2.203  -0.397  -0.061  0.11
H  -0.825  -0.586  2.249  0.13
H  -2.051  -0.163  0.903  0.06
H  -1.061  0.988  1.206  0.06

The energy of each structure relative to the most stable one, in kcal/mol, is as follows: run 1 0.0; run 2 129.8.

Run 1
ORCA calculation (ωB97M-V/def2-TZVPD) on C4H7NO2 in the gas phase.

## Properties
gap between HOMO and LUMO = 10.40 eV
2S+1 = 1
HOMO energy = -9.6000 eV
E_LUMO = 0.799 eV
structure (SMILES) = [H]/N=C(\C)OCC=O

Last column: Löwdin charge in e.
Cartesian coordinates (Å):
H  -0.879  2.031  -0.279  0.07
N  -0.203  1.302  -0.069  0.17
C  -0.744  0.158  -0.034  -0.49
C  -2.195  -0.201  -0.196  0.00
O  0.004  -0.947  0.187  -0.04
C  1.358  -0.723  0.565  -0.14
C  2.137  0.246  -0.313  -0.28
O  3.093  0.845  0.112  0.05
H  -2.593  -0.543  0.765  0.09
H  -2.769  0.665  -0.532  0.08
H  -2.310  -1.019  -0.913  0.09
H  1.426  -0.384  1.603  0.14
H  1.835  -1.706  0.482  0.14
H  1.839  0.275  -1.379  0.13

Run 2
ORCA calculation (ωB97M-V/def2-TZVPD) on C4H7NO2 in the gas phase.

## Properties
gap between HOMO and LUMO = 11.16 eV
2S+1 = 1
HOMO energy = -10.2560 eV
E_LUMO = 0.905 eV
structure (SMILES) = [H]/N=C1/CO[C@H](C)O1

Last column: Löwdin charge in e.
Cartesian coordinates (Å):
H  1.960  -2.442  -0.195  0.06
N  1.274  -2.120  -0.871  0.17
C  0.499  -1.243  -0.449  -0.43
C  -0.609  -0.601  -1.247  -0.10
O  -1.360  0.100  -0.280  -0.05
C  -0.528  0.308  0.833  -0.39
C  0.101  1.701  0.850  0.00
O  0.476  -0.690  0.791  0.05
H  -0.189  0.071  -2.005  0.13
H  -1.249  -1.336  -1.735  0.14
H  -1.127  0.153  1.742  0.16
H  0.573  1.907  -0.107  0.09
H  -0.670  2.442  1.036  0.08
H  0.849  1.752  1.636  0.09

The energy of each structure relative to the most stable one, in kcal/mol, is as follows: run 1 5.6; run 2 0.0.

Run 1
ORCA calculation (ωB97M-V/def2-TZVPD) on C4H7NO2 in the gas phase.

## Properties
gap between HOMO and LUMO = 10.01 eV
2S+1 = 1
HOMO energy = -9.2484 eV
E_LUMO = 0.761 eV
structure (SMILES) = CO/C=C/C(N)=O

Last column: Löwdin charge in e.
Cartesian coordinates (Å):
C  2.310  0.184  -0.626  -0.07
O  1.534  -0.890  -1.147  -0.10
C  0.255  -0.985  -0.752  -0.12
C  -0.500  -0.001  -0.244  -0.03
C  -1.756  -0.293  0.474  -0.56
N  -2.274  0.819  1.100  0.14
O  -2.273  -1.394  0.557  0.04
H  3.185  -0.250  -0.133  0.10
H  2.624  0.851  -1.433  0.10
H  1.736  0.742  0.113  0.07
H  -0.123  -1.998  -0.877  0.14
H  -0.152  1.026  -0.238  0.10
H  -1.684  1.625  1.238  0.09
H  -2.971  0.650  1.809  0.10

Run 2
ORCA calculation (ωB97M-V/def2-TZVPD) on C4H7NO2 as an isolated structure.

## Properties
gap between HOMO and LUMO = 10.17 eV
2S+1 = 1
HOMO energy = -9.9372 eV
E_LUMO = 0.234 eV

Last column: Löwdin charge in e.
Cartesian coordinates (Å):
C  1.293  -1.303  0.107  0.02
C  0.322  -0.158  -0.026  -0.43
C  0.697  1.144  -0.601  -0.06
O  -0.089  0.215  -1.327  -0.02
C  -0.746  -0.160  0.997  -0.47
O  -0.728  -0.608  2.223  0.05
N  -1.926  0.176  1.263  0.28
H  2.105  -1.186  -0.614  0.09
H  1.707  -1.331  1.119  0.10
H  0.786  -2.254  -0.086  0.10
H  0.177  2.047  -0.284  0.13
H  1.721  1.272  -0.951  0.12
H  -2.939  1.070  -0.665  0.05
H  -2.380  1.074  -1.158  0.04

The energy of each structure relative to the most stable one, in kcal/mol, is as follows: run 1 0.0; run 2 112.3.